No. 1
8
Properties=species:S:1:pos:R:3:forces:R:3:nbo_charge:R:1 method="wB97M-V/def2-TZVPD" charge=+1 e_above_lowest_kj_mol=190.2 homo_energy_ha=-0.575
C -0.962046 -0.110071 -0.059284 4.2 2.8 -4.7 0.388
N -0.523021 -0.302645 1.129005 -1.1 -0.8 1.7 -0.697
N -0.001334 0.641219 -1.222681 -4.7 -1.4 1.5 -0.790
Br -2.666540 -0.458944 -0.494254 -0.7 0.0 -0.3 0.327
H 0.448539 -0.154152 1.466877 -1.0 0.0 -0.5 0.472
H -1.287673 -0.665927 1.801902 2.1 0.7 -1.0 0.464
H 0.919472 0.264476 -1.333475 0.5 -0.6 0.4 0.405
H -0.477152 0.744636 -2.213490 0.8 -0.7 2.9 0.432

No. 2
8
Properties=species:S:1:pos:R:3:forces:R:3:nbo_charge:R:1 method="wB97M-V/def2-TZVPD" e_above_lowest_kj_mol=231.3 homo_energy_ha="-0.296 / -0.331"
C 0.641533 -0.202593 -1.155123 0.0 -0.2 0.0 -0.443
N -0.568251 0.468141 1.754691 2.2 -0.2 -0.1 -0.334
O 0.536819 0.618599 1.127014 0.2 0.1 0.3 -0.363
Br -0.909932 -1.204942 -1.135398 -0.5 0.0 -0.2 0.041
H 1.334697 -0.625778 -0.446762 0.5 0.4 -0.6 0.217
H 0.772880 0.515134 -1.971851 0.1 -0.4 0.7 0.206
H -0.850599 -0.433172 2.011425 -0.4 -1.6 0.4 0.339
H -1.243670 1.126326 1.588461 -2.1 2.0 -0.4 0.337

No. 3
8
Properties=species:S:1:pos:R:3:forces:R:3:nbo_charge:R:1 method="wB97M-V/def2-TZVPD" e_above_lowest_kj_mol=290.8 homo_energy_ha=-0.349
C -0.084676 2.047814 1.761500 1.3 3.0 1.2 0.292
O -0.502953 1.008572 1.276660 0.4 -3.3 1.2 -0.631
P 0.424954 -1.367834 -1.105445 -2.2 2.0 -0.8 0.029
Br -0.691327 3.582913 0.634233 -0.1 0.0 0.0 -0.167
H 0.258743 -2.327148 -2.090636 -0.7 -0.5 -0.4 -0.001
H -1.069977 1.019267 0.543526 -1.6 0.2 -2.4 0.504
H 0.044189 -2.119683 -0.028279 -0.7 -0.8 0.7 -0.008
H 1.621047 -1.843901 -0.991559 3.5 -0.7 0.5 -0.018

No. 4
6
Properties=species:S:1:pos:R:3:forces:R:3:nbo_charge:R:1 method="wB97M-V/def2-TZVPD" spin_multiplicity=2 homo_energy_ha="-0.396 / -0.403"
Cl -1.254812 1.430151 0.489392 -1.4 1.6 0.6 -0.112
H 0.914628 -1.048063 -0.355280 0.0 0.0 0.0 0.255
C 0.211635 -0.240615 -0.082691 1.2 -1.3 -0.4 -0.907
H 0.618043 0.647389 -0.585659 -0.1 -0.4 0.2 0.254
H -0.753217 -0.584897 -0.480009 0.4 0.1 0.1 0.255
H 0.263724 -0.203964 1.014248 0.0 0.0 -0.4 0.255

No. 5
10
Properties=species:S:1:pos:R:3:forces:R:3:nbo_charge:R:1 method="wB97M-V/def2-TZVPD" e_above_lowest_kj_mol=336.2 homo_energy_ha="-0.330 / -0.376"
C 0.164271 -0.628173 -0.083752 -0.3 -2.6 -0.7 -0.497
N -0.734892 -0.214437 0.933580 -1.4 -3.4 -0.6 -0.473
O -3.020701 0.127124 -1.747338 0.1 0.4 -1.6 -1.010
P -3.308855 0.051328 -0.335805 1.5 0.4 1.7 1.519
Cl -4.219285 -1.622383 0.172225 -0.6 -0.7 0.4 -0.229
Cl -4.344631 1.586726 0.531853 -0.1 -0.2 -0.2 -0.260
H 1.059613 -0.085437 -0.102296 1.7 0.8 0.4 0.201
H 0.416372 -1.785747 -0.073489 -0.7 2.3 0.4 0.198
H -0.183276 -0.462540 -1.110992 -0.6 0.1 0.0 0.238
H -0.684446 0.717224 1.169702 0.5 2.9 0.3 0.314

No. 6
9
Properties=species:S:1:pos:R:3:forces:R:3:nbo_charge:R:1 method="wB97M-V/def2-TZVPD" charge=+1 e_above_lowest_kj_mol=374.5 homo_energy_ha="-0.596 / -0.587"
C 1.018298 0.633180 -0.693475 -2.1 3.9 2.9 -0.998
O -1.355830 0.500839 0.805997 1.6 1.0 -1.3 -0.947
F 0.630362 -0.841301 1.508568 -1.3 0.4 -2.2 -0.509
P -0.196577 -0.328893 0.225671 0.3 -2.8 2.0 2.048
Cl -1.652015 -2.682267 -0.670715 1.5 2.2 0.8 -0.125
H 1.733787 1.026239 0.203464 -1.8 -0.6 -2.1 0.338
H 0.381094 1.466172 -1.250887 1.6 -1.5 1.2 0.325
H 1.570451 0.076811 -1.340751 1.5 -1.8 -1.9 0.293
H -2.129570 0.149220 1.212126 -1.3 -0.8 0.7 0.575

No. 7
7
Properties=species:S:1:pos:R:3:forces:R:3:nbo_charge:R:1 method="wB97M-V/def2-TZVPD" e_above_lowest_kj_mol=444.1 homo_energy_ha=-0.301
C -0.310119 -0.125664 -1.093097 4.7 0.9 2.1 -0.308
N 0.282050 -0.079307 1.459612 -5.3 1.9 -1.5 -0.919
Cl -1.923075 -0.325644 -1.188076 -1.1 0.1 0.0 0.149
H 0.373421 -1.001422 -1.235337 -1.1 0.7 0.2 0.220
H 0.262327 0.858770 -1.258710 -1.7 -1.4 0.2 0.233
H 0.106242 0.930120 1.782715 0.6 -1.7 -1.0 0.323
H 1.209154 -0.256854 1.532892 3.9 -0.4 0.0 0.303

No. 8
10
Properties=species:S:1:pos:R:3:forces:R:3:nbo_charge:R:1 method="wB97M-V/def2-TZVPD" e_above_lowest_kj_mol=79.3 homo_energy_ha="-0.336 / -0.336"
C -0.319340 1.684582 -0.503889 1.9 0.0 -2.0 -0.941
N 0.645186 -2.368955 0.941289 3.6 -3.7 -0.2 -0.220
O 1.335658 -3.344241 0.553061 -1.8 2.4 1.0 -0.274
P -0.496286 -1.604443 0.042619 -2.0 2.2 -3.1 0.461
P 0.658635 0.324507 0.321442 0.5 0.7 -0.4 0.586
Cl -0.086130 0.946338 2.080824 0.1 -0.3 2.0 -0.289
H 0.245832 2.634572 -0.748857 0.2 -1.5 -0.1 0.252
H -0.938832 2.061134 0.232907 -2.1 0.2 0.9 0.240
H -0.761535 1.258386 -1.397836 -0.5 0.5 -0.2 0.231
H -0.283189 -1.591878 -1.521561 0.1 -0.5 2.0 -0.047

No. 9
9
Properties=species:S:1:pos:R:3:forces:R:3:nbo_charge:R:1 method="wB97M-V/def2-TZVPD" e_above_lowest_kj_mol=316.2 homo_energy_ha="-0.326 / -0.310"
C 0.344869 -0.065886 1.439533 1.8 -1.0 -4.8 -0.881
N -1.416554 -2.180935 0.265838 -0.9 -1.2 0.2 -0.863
P 0.635689 0.951619 -1.779605 -0.1 -1.0 0.3 0.284
P -0.563411 -1.001874 0.005011 1.7 2.7 0.3 1.088
Cl -0.442092 0.445427 -3.423376 -0.1 0.0 -0.4 -0.275
H 1.244068 -0.680561 1.445971 0.2 -0.1 0.4 0.241
H -0.117126 -0.074595 2.330189 -1.7 0.4 3.0 0.235
H 0.682034 0.859029 0.939085 -0.6 0.0 0.8 0.228
H -0.367476 1.747777 -1.222648 -0.3 0.3 0.3 -0.057

No. 10
8
Properties=species:S:1:pos:R:3:forces:R:3:nbo_charge:R:1 method="wB97M-V/def2-TZVPD" e_above_lowest_kj_mol=0.0 homo_energy_ha=-0.307
C -0.948798 -0.942847 -0.459199 0.1 -0.1 0.0 -0.069
H 1.540849 1.461777 1.721833 -0.1 0.1 -0.1 0.273
H 0.278458 0.672076 -0.579311 -0.1 -0.5 -0.1 0.409
H 1.014322 -0.733536 0.124198 -0.2 0.0 -0.1 0.390
H -0.907587 -1.975240 -0.108327 -0.1 0.0 0.0 0.183
N 0.207365 -0.291294 -0.288335 -0.5 -0.6 -0.5 -0.767
S -2.314324 -0.319457 -1.115813 0.2 -0.1 0.1 -0.168
Cl 1.129716 2.128521 0.704954 0.6 1.2 0.7 -0.252

No. 11
9
Properties=species:S:1:pos:R:3:forces:R:3:nbo_charge:R:1 method="wB97M-V/def2-TZVPD" spin_multiplicity=3 e_above_lowest_kj_mol=0.0 homo_energy_ha="-0.292 / -0.344"
C 0.661491 -0.133768 1.278769 2.0 -1.6 -2.1 -0.951
O 0.442015 -0.203881 -2.612872 0.0 0.2 -0.4 -0.437
P -0.624697 -0.052461 -0.028089 -0.1 -3.4 -0.2 0.829
S -1.930521 -1.584130 0.086969 0.9 1.6 0.0 -0.370
Cl -1.259480 1.824291 -0.234401 -0.5 0.9 0.4 -0.242
H 1.741863 -0.381040 0.802608 -2.7 0.4 1.0 0.264
H 0.688367 0.834429 1.612038 0.5 2.5 1.2 0.233
H 0.415115 -0.797200 2.088656 -0.1 -0.4 0.1 0.257
H -0.134153 0.493763 -2.993677 0.1 -0.3 0.1 0.418

No. 12
10
Properties=species:S:1:pos:R:3:forces:R:3:nbo_charge:R:1 method="wB97M-V/def2-TZVPD" e_above_lowest_kj_mol=177.6 homo_energy_ha=-0.326
C 1.424407 -0.051595 0.761350 -2.6 -3.0 -0.8 -0.512
O -0.569780 -0.825551 -1.621269 -1.8 -0.2 1.3 -0.992
P -0.881432 -0.377408 -0.095033 1.0 0.2 0.7 1.197
S -2.386369 -1.372839 0.676410 1.5 0.7 -0.3 -0.472
S -1.201932 1.696902 -0.404760 -1.1 0.6 1.1 -0.340
Cl 2.348351 -0.541998 -0.624981 0.4 0.6 -0.3 -0.022
H 1.393359 0.946813 1.092932 0.2 1.2 -0.2 0.216
H 1.661086 -0.792967 1.526175 -0.5 0.3 0.1 0.217
H 0.290054 -0.729946 -1.978078 1.8 0.3 -0.3 0.517
H -2.077743 2.048585 0.667256 1.2 -0.9 -1.3 0.192

No. 13
9
Properties=species:S:1:pos:R:3:forces:R:3:mulliken_charge:R:1 method="wB97M-V/def2-TZVPD" charge=+1 e_above_lowest_kj_mol=469.8 homo_energy_ha=-0.505
Cs 0.156274 2.100244 -2.287537 -0.8 6.6 -9.0 1.037
C -0.514506 -0.188436 0.209223 -3.5 1.4 1.8 0.693
O -1.686746 0.281074 0.250033 2.4 -1.0 -0.8 -0.658
N 0.431964 0.362594 -0.516007 1.9 0.8 -1.2 -0.754
N -0.063866 -1.152156 0.972653 -0.7 -2.2 2.0 -0.446
H 1.385154 0.035104 -0.581307 -0.1 0.0 0.2 0.199
H 0.179664 1.238184 -0.951687 0.7 -5.2 7.1 0.449
H 0.894024 -1.244256 1.279343 -0.2 0.1 -0.2 0.228
H -0.781966 -1.432356 1.625283 0.3 -0.5 0.2 0.253

No. 14
9
Properties=species:S:1:pos:R:3:forces:R:3:nbo_charge:R:1 method="wB97M-V/def2-TZVPD" spin_multiplicity=3 e_above_lowest_kj_mol=27.7 homo_energy_ha="-0.231 / -0.401"
C -1.491481 0.161756 -0.506701 2.6 -1.3 -1.3 -0.338
O -0.786506 0.933774 0.367921 -0.8 -0.5 -0.2 -0.289
F 2.474594 0.856785 0.028078 0.3 -0.1 0.5 -0.668
F 1.572186 -1.456009 -0.138206 0.8 -1.8 -0.2 -0.669
Si 1.443213 -0.161241 0.738943 -1.1 1.7 -0.8 1.582
H -0.720067 -0.198328 -1.416351 -1.0 0.6 2.3 0.249
H -2.075584 0.796187 -1.061077 -2.3 1.2 -1.3 0.181
H -1.966383 -0.802481 -0.196099 0.6 0.8 0.3 0.219
H 1.550028 -0.130444 2.183490 1.0 -0.5 0.8 -0.267

No. 15
8
Properties=species:S:1:pos:R:3:forces:R:3:nbo_charge:R:1 method="wB97M-V/def2-TZVPD" e_above_lowest_kj_mol=179.7 homo_energy_ha=-0.447
C -0.255808 0.094266 0.448892 -1.4 -1.1 0.4 -1.196
F 2.475012 -1.487278 0.101068 -2.6 4.0 -1.4 -0.670
F 2.021345 1.427432 0.345117 0.8 0.2 0.9 -0.666
Si 1.430028 0.162815 -0.401786 1.2 -2.7 2.4 1.936
H -0.591037 -0.974498 0.718204 0.8 1.5 -0.2 0.269
H -0.087082 0.714204 1.415506 -0.5 -1.1 -1.7 0.277
H -1.180592 0.463187 -0.133318 1.7 -0.1 0.7 0.268
H 1.785531 0.725975 -1.669908 -0.2 -0.9 -1.3 -0.217

No. 16
8
Properties=species:S:1:pos:R:3:forces:R:3:nbo_charge:R:1 method="wB97M-V/def2-TZVPD" e_above_lowest_kj_mol=454.1 homo_energy_ha=-0.347
C -1.358639 -0.557332 -0.396973 1.2 -1.0 -0.2 -0.146
F -1.818792 0.489335 0.373543 -0.1 0.5 -0.1 -0.376
F 1.476568 0.383631 -0.176220 1.0 -0.1 -0.1 -0.703
Si 2.964623 0.681391 0.487163 0.2 -1.8 -2.1 1.080
H -1.921320 -0.609379 -1.378025 0.6 0.0 1.2 0.164
H -0.235479 -0.465940 -0.532890 -1.7 0.2 -0.3 0.195
H -1.459364 -1.458267 0.244219 -0.4 0.2 -0.7 0.157
H 2.352402 1.536563 1.379186 -0.8 2.0 2.2 -0.371

No. 17
9
Properties=species:S:1:pos:R:3:forces:R:3:nbo_charge:R:1 method="wB97M-V/def2-TZVPD" charge=+1 e_above_lowest_kj_mol=414.5 homo_energy_ha="-0.538 / -0.562"
C -0.868193 -0.319889 -0.243660 1.3 2.4 -0.3 0.731
N -0.876346 -1.506566 -0.691591 4.9 0.8 -1.1 -0.745
N 1.280809 0.810625 0.365652 -0.3 -1.5 0.7 -0.128
O 1.060609 2.001055 0.858000 1.1 0.1 -3.0 -0.392
F -1.923548 0.323754 0.093621 -0.1 -0.8 0.3 -0.247
H 0.089525 -1.821528 -1.061159 -2.1 0.5 0.9 0.455
H -1.490174 -2.221204 -0.561020 -2.9 -2.2 0.3 0.436
H 1.851994 0.771537 -0.553278 -1.5 1.5 1.2 0.376
H 0.875325 1.962216 1.793436 -0.4 -0.7 0.9 0.513

No. 18
9
Properties=species:S:1:pos:R:3:forces:R:3:nbo_charge:R:1 method="wB97M-V/def2-TZVPD" charge=+1 e_above_lowest_kj_mol=369.3 homo_energy_ha="-0.542 / -0.561"
C -0.662902 0.145612 -0.205605 1.7 0.4 0.6 0.630
N 1.680000 -0.189236 0.484294 -0.8 -0.6 -1.4 -0.003
N -1.337563 0.703671 -1.168368 0.6 0.1 -0.1 -0.754
O 1.636733 -1.135990 1.345477 -0.8 -0.3 -0.5 -0.346
F -1.221154 -0.225309 0.943143 -0.5 0.6 -2.0 -0.284
H 1.691189 0.652160 1.038396 0.0 0.9 0.6 0.349
H -0.980551 1.099597 -2.068888 0.7 -0.9 1.4 0.464
H -2.310708 0.897977 -1.168958 -1.5 -0.1 0.8 0.430
H 1.504958 -1.948482 0.800510 0.5 0.0 0.5 0.516

No. 19
9
Properties=species:S:1:pos:R:3:forces:R:3:nbo_charge:R:1 method="wB97M-V/def2-TZVPD" spin_multiplicity=3 charge=+1 e_above_lowest_kj_mol=22.4 homo_energy_ha="-0.518 / -0.623"
C -1.530861 0.386122 -0.030388 1.7 -0.3 0.6 0.601
N -0.360126 0.455126 0.449589 -1.9 1.1 -0.6 -0.583
N 1.320807 -0.530208 0.379096 -0.4 -0.9 2.5 0.106
O 1.611034 -0.781269 -0.801313 2.4 0.4 -3.3 -0.386
F -1.929960 -0.647247 -0.678387 0.1 -0.9 -0.3 -0.251
H -0.005636 1.304217 0.833041 -0.5 0.8 0.5 0.410
H 1.164839 -1.323510 0.972294 0.4 -0.7 0.7 0.377
H -2.292324 1.098849 0.069896 -1.0 1.3 0.2 0.191
H 2.022227 0.037918 -1.193827 -0.7 -0.7 -0.3 0.534

No. 20
9
Properties=species:S:1:pos:R:3:forces:R:3:nbo_charge:R:1 method="wB97M-V/def2-TZVPD" e_above_lowest_kj_mol=393.3 homo_energy_ha="-0.269 / -0.275"
C -0.006458 0.115707 0.108109 1.2 1.2 -1.0 0.456
N 2.023998 0.707974 -0.106804 -2.2 -0.9 0.4 -0.127
N -0.865949 1.160973 0.029334 -0.7 -3.8 -0.3 -0.790
N -0.368594 -1.136656 -0.158811 -1.6 -2.2 0.9 -0.808
F 2.721793 -0.500475 0.022783 -0.4 0.2 0.0 -0.313
H -0.480628 2.015030 0.216173 1.1 2.5 0.5 0.405
H -1.891419 1.110068 -0.018385 0.8 -0.2 -0.1 0.380
H 0.239970 -1.921368 0.176518 -0.3 1.6 -0.7 0.419
H -1.372715 -1.551252 -0.268915 2.1 1.7 0.2 0.377